# 1
{"formula": "C6H16O", "method": "ωB97M-V/def2-TZVPD", "species": ["C", "C", "C", "C", "C", "C", "H", "H", "H", "H", "H", "H", "H", "H", "H", "H", "H", "H", "H", "H", "H", "H", "O"], "coordinates": [[-0.958, 2.335, -0.723], [-0.017, 1.180, -1.001], [0.580, 0.633, 0.319], [-0.428, -0.187, 1.134], [-0.008, -0.272, 2.598], [-0.545, -1.608, 0.564], [-1.332, 2.715, -1.676], [-0.423, 3.182, -0.284], [-1.824, 2.054, -0.130], [-0.545, 0.357, -1.472], [0.783, 1.419, -1.697], [1.409, -0.046, 0.134], [0.880, 1.515, 0.878], [-1.449, 0.219, 1.117], [0.166, 0.683, 3.088], [-0.704, -0.893, 3.152], [0.957, -0.803, 2.674], [-0.966, -1.662, -0.434], [-1.029, -2.292, 1.260], [0.464, -2.025, 0.479], [0.499, -1.322, -2.802], [1.862, -1.252, -2.097], [1.211, -1.888, -2.449]], "atomic_forces_ev_per_a": [[0.2792, 0.3575, -0.9447], [0.1183, -0.8164, 1.0412], [-1.1416, 0.2257, -0.5097], [-0.3306, -0.3678, 0.1755], [0.8572, -0.6534, -0.1506], [1.0088, -0.0622, 0.2845], [-0.2160, 0.0393, -0.0975], [-0.1012, -0.1161, 0.3043], [0.0599, 0.0175, 0.2334], [-0.2411, -0.0701, -0.2770], [0.1034, 0.2953, -0.0537], [0.4407, 0.2477, -0.0793], [0.4438, -0.0381, 0.3218], [0.2126, 0.4086, -0.1139], [-0.3466, 0.2234, -0.0248], [-0.2860, 0.1201, 0.3109], [-0.1505, 0.1029, -0.1343], [-0.2368, 0.0154, -0.0118], [-0.5695, 0.0488, -0.0150], [0.0473, 0.0444, -0.1802], [0.0746, 0.0313, -0.0926], [0.0090, 0.0493, -0.1069], [-0.0347, -0.1032, 0.1206]], "multiplicity": 2, "e_tot_ha": -313.39411, "homo_lumo_gap_ha": [0.0949, 0.3819], "homo_ha": [0.0401, -0.2505], "total_charge": -1, "e_above_lowest_kj_mol": 0.00, "s2": 0.750, "fmax_ev_per_a": 1.33, "lumo_ev": [3.67, 3.57]}

=====

# 2
{"formula": "CH8N6O", "method": "ωB97M-V/def2-TZVPD", "species": ["C", "N", "N", "N", "N", "N", "N", "O", "H", "H", "H", "H", "H", "H", "H", "H"], "coordinates": [[-0.393, -0.179, -0.085], [-1.428, -0.620, -1.973], [2.771, 1.151, -1.970], [0.519, 0.658, 1.745], [-1.221, -0.771, 2.046], [-0.313, -0.134, 1.275], [-1.517, -0.674, -0.708], [-2.445, -1.323, -0.078], [0.470, 0.202, -0.635], [-2.351, -0.845, -2.302], [3.662, 0.952, -1.447], [1.938, 0.769, -1.509], [2.674, 2.162, -2.010], [0.563, 0.561, 2.787], [-0.923, -0.672, 3.074], [-2.005, -1.238, 1.790]], "atomic_forces_ev_per_a": [[-1.0172, -0.3805, -0.6596], [0.3103, 0.8296, -2.2251], [0.9026, -0.1444, 0.4670], [4.1891, 3.4443, 3.0132], [3.1372, 1.4172, 6.2077], [-3.3105, -3.1219, -2.6261], [1.5196, -0.6502, 2.5045], [-0.0155, 0.7446, -0.5365], [-0.9181, -0.1788, 0.1866], [-0.5623, -0.5369, -0.3826], [-1.6653, 0.1170, -0.5151], [1.0128, 0.2692, -0.1244], [-0.0626, -0.1675, 0.0538], [-0.1523, 0.1808, -1.1198], [-1.0370, -0.5074, -2.4912], [-2.3309, -1.3151, -1.7524]], "multiplicity": 3, "e_tot_ha": -446.37208, "homo_lumo_gap_ha": [0.2600, 0.2661], "homo_ha": [-0.2324, -0.3436], "s2": 2.028, "fmax_ev_per_a": 7.10, "lumo_ev": [0.75, -2.11]}

=====

# 3
{"formula": "C18H51NO8", "method": "ωB97M-V/def2-TZVPD", "species": ["C", "C", "N", "H", "H", "H", "C", "C", "O", "H", "H", "H", "H", "H", "H", "C", "C", "O", "H", "H", "H", "H", "H", "H", "C", "C", "O", "H", "H", "H", "H", "H", "H", "C", "C", "O", "H", "H", "H", "H", "H", "H", "C", "C", "O", "H", "H", "H", "H", "H", "H", "C", "C", "O", "H", "H", "H", "H", "H", "H", "C", "C", "O", "H", "H", "H", "H", "H", "H", "C", "C", "O", "H", "H", "H", "H", "H", "H"], "coordinates": [[0.470, 0.526, 0.378], [0.021, -1.007, 0.521], [-0.362, -2.111, 0.605], [1.300, 0.682, 1.090], [0.703, 0.545, -0.623], [-0.553, 1.068, 0.632], [1.914, 1.051, 4.999], [2.754, 0.903, 3.826], [2.675, 2.045, 3.161], [1.920, 1.810, 5.427], [1.967, -0.009, 5.647], [0.715, 0.969, 4.861], [2.633, 0.127, 3.241], [3.753, 0.594, 4.106], [3.396, 1.906, 2.484], [-5.314, -2.227, 0.033], [-3.865, -2.384, -0.293], [-3.082, -1.252, 0.038], [-5.683, -1.306, -0.572], [-5.045, -2.015, 1.047], [-5.880, -3.033, -0.141], [-3.475, -2.478, -1.426], [-3.571, -3.183, 0.410], [-2.283, -1.330, -0.266], [3.065, 0.102, -2.785], [2.171, -0.717, -3.514], [0.850, -0.117, -3.582], [3.210, 1.070, -3.106], [4.052, -0.253, -3.094], [2.701, 0.318, -1.776], [2.111, -1.647, -2.916], [2.484, -1.004, -4.440], [0.179, -0.875, -3.828], [0.383, -4.118, -3.474], [-0.386, -3.096, -2.785], [-0.941, -2.278, -3.749], [1.316, -3.716, -3.861], [-0.103, -4.295, -4.438], [0.369, -5.030, -2.965], [-0.029, -2.421, -1.901], [-1.273, -3.569, -2.453], [-1.569, -2.822, -4.126], [2.873, 3.630, -0.687], [2.191, 4.631, -1.673], [1.137, 5.186, -0.990], [2.265, 2.792, -0.657], [3.191, 3.942, 0.170], [3.711, 3.422, -1.262], [1.666, 4.113, -2.582], [2.731, 5.521, -2.019], [0.570, 5.562, -1.601], [1.564, -3.466, 3.499], [1.818, -4.306, 2.325], [2.981, -5.197, 2.501], [0.760, -2.920, 3.412], [2.456, -2.948, 3.901], [1.507, -4.105, 4.192], [1.889, -3.557, 1.420], [0.898, -5.121, 2.171], [3.233, -5.638, 1.637], [-2.029, 3.951, 3.508], [-0.732, 3.447, 3.038], [0.400, 3.854, 3.622], [-1.993, 3.818, 4.675], [-2.765, 3.424, 3.022], [-2.342, 5.056, 3.275], [-0.744, 3.400, 1.781], [-0.863, 2.512, 3.307], [0.959, 3.063, 3.694], [-2.721, 1.306, -1.964], [-3.703, 0.966, -3.099], [-4.307, 2.117, -3.584], [-3.446, 1.464, -1.084], [-1.922, 1.910, -2.097], [-2.208, 0.351, -1.555], [-4.450, 0.181, -2.732], [-3.244, 0.421, -3.954], [-4.990, 1.831, -4.037]], "atomic_forces_ev_per_a": [[-3.5642, -2.8128, 3.2145], [0.0549, 0.0388, 0.3030], [1.0407, 2.4441, -0.2177], [-0.6131, 0.2725, -0.4755], [0.7341, 0.8114, -2.3099], [2.5224, -0.6484, -0.5107], [-5.1064, -16.3974, -3.9656], [1.2489, 0.1334, 3.9650], [2.1099, 2.8599, -4.0064], [1.4764, 12.0921, 7.5138], [0.3616, 3.1789, -1.0372], [2.3536, 0.0985, -0.7820], [-2.2223, -4.3705, -3.0632], [1.0999, 0.8614, 0.9134], [-1.3075, 1.3522, 0.5135], [2.5844, 5.5893, -1.5191], [2.8003, -1.0434, -2.8647], [-8.0046, 1.8955, 3.7245], [0.1517, -1.4134, 1.4378], [-1.6796, 0.5363, 1.1987], [-1.9627, -3.0712, -0.3892], [-1.6295, -1.0943, 2.0559], [0.5746, -0.4297, -0.9863], [6.8963, -1.1042, -2.5604], [1.8681, 1.0508, 0.9193], [-4.1682, -1.2420, 1.7594], [-1.0005, -2.2346, -0.5018], [-0.4785, 2.5337, -1.5502], [0.4470, -0.5666, 1.6512], [0.9010, -0.9741, 0.3956], [-0.2183, -0.0430, -0.3236], [1.0326, -0.4844, -2.8390], [1.6355, 2.1379, 0.5428], [1.3138, 0.4726, -1.9037], [-0.9588, 1.2256, 2.6053], [1.2591, 3.8906, -0.3838], [0.7148, -0.4536, 0.6208], [-0.4731, -0.2501, 0.1686], [0.8406, -1.4194, 0.8564], [0.0887, -1.5738, -1.7858], [-0.6570, -0.9759, 1.7112], [-2.1626, -1.0864, -1.8439], [-1.6731, 0.6195, -6.7937], [-1.0090, -0.7530, -0.5912], [-0.5682, -0.2118, 3.2161], [-1.1462, -1.6518, 0.4113], [1.2744, 2.4326, 5.2319], [2.0675, -1.2340, -0.8245], [1.8248, 0.2609, 1.1969], [1.1238, -0.8128, -0.2291], [-1.9160, 1.3052, -1.6149], [5.6948, 0.9557, -2.3639], [-0.9676, -1.9334, -3.5938], [-0.1408, 0.7055, -1.2276], [-4.1280, 3.0580, -0.4865], [-0.2215, 0.5631, -1.0323], [-1.4659, -4.8985, 5.9689], [0.0942, -2.0224, 1.1037], [1.9141, 2.5663, 0.1069], [-0.7824, 1.0248, 1.5030], [0.2966, 4.5418, 3.0259], [-1.1745, 1.6090, -5.3096], [2.1860, 1.1611, 0.9864], [-0.6620, 0.2593, -2.1164], [-1.8563, -1.6721, -0.6518], [1.0646, -1.6984, 0.5498], [0.3777, 0.5193, 2.8498], [-0.4009, -5.3503, 0.6943], [0.1730, 0.7490, -0.1495], [-3.5083, -4.7639, 2.6033], [1.1647, -2.2027, 0.0471], [4.4123, 2.5839, 3.4025], [1.5585, 0.7999, -1.0102], [1.8393, 2.7227, -0.7677], [-0.9220, 1.0753, -1.1285], [0.6312, 1.1940, 0.0145], [0.3506, 0.3567, 0.4052], [-5.4092, -1.6445, -3.6772]], "e_tot_ha": -1372.54974, "homo_lumo_gap_ha": 0.3619, "homo_ha": -0.3518, "e_above_lowest_kj_mol": 1039.91, "smiles": "CC#N.CCO.CCO.CCO.CCO.CCO.CCO.CCO.CCO", "fmax_ev_per_a": 17.63, "lumo_ev": 0.27}

=====

# 4
{"formula": "C13H15AlCl3N3O5S", "method": "ωB97M-V/def2-TZVPD", "species": ["Al", "Cl", "C", "C", "C", "Cl", "C", "O", "C", "Cl", "C", "H", "H", "O", "S", "O", "O", "O", "C", "C", "N", "C", "N", "C", "C", "C", "N", "C", "H", "H", "H", "H", "H", "H", "H", "H", "H", "H", "H", "H", "H"], "coordinates": [[1.458, 0.335, 1.062], [-1.868, 6.789, 0.875], [-0.893, 5.356, 1.033], [-0.278, 4.826, -0.085], [0.504, 3.694, 0.056], [1.266, 3.018, -1.353], [0.687, 3.068, 1.290], [1.474, 2.005, 1.424], [0.027, 3.623, 2.390], [0.189, 2.862, 3.935], [-0.752, 4.760, 2.273], [-0.394, 5.290, -1.054], [-1.242, 5.174, 3.143], [1.416, -0.834, 2.441], [2.530, -1.708, 1.799], [1.936, -2.857, 1.153], [2.902, -0.640, 0.683], [3.630, -1.923, 2.677], [0.362, -3.429, -2.686], [1.608, -2.812, -2.091], [1.265, -1.497, -1.551], [0.116, -1.265, -0.877], [0.060, -0.200, -0.084], [-1.228, 0.196, 0.535], [-2.411, -0.401, -0.190], [-2.171, -1.885, -0.346], [-0.933, -2.088, -1.092], [-0.719, -3.436, -1.627], [0.568, -4.451, -3.004], [0.029, -2.859, -3.555], [2.377, -2.664, -2.847], [2.011, -3.445, -1.299], [2.053, -0.980, -1.185], [-1.287, 1.287, 0.528], [-1.245, -0.131, 1.582], [-2.510, 0.051, -1.179], [-3.330, -0.214, 0.364], [-2.971, -2.356, -0.915], [-2.116, -2.379, 0.630], [-1.671, -3.768, -2.041], [-0.448, -4.112, -0.811]], "atomic_forces_ev_per_a": [[-0.1656, 0.1783, 0.0378], [0.0611, -0.0974, 0.0110], [-0.0771, 0.0683, -0.0065], [0.0062, 0.0834, -0.0741], [-0.0382, 0.0221, -0.1406], [-0.0097, -0.0056, 0.1313], [0.1366, -0.1253, -0.0398], [-0.0911, -0.1691, 0.0088], [-0.0025, 0.0488, 0.0674], [0.0169, -0.0150, -0.1087], [-0.0474, 0.0384, 0.0527], [0.0004, -0.0162, 0.0203], [0.0114, -0.0177, -0.0161], [-0.0281, -0.0282, 0.0327], [0.1473, -0.3323, -0.0765], [0.1468, 0.2694, 0.1300], [0.0967, -0.0613, -0.0839], [-0.1743, 0.0320, -0.0925], [0.0121, -0.0674, -0.0086], [-0.0707, 0.1212, -0.0065], [-0.0672, -0.0320, 0.1482], [0.1664, -0.2547, -0.2289], [-0.2116, 0.3448, 0.3258], [0.0834, -0.0345, -0.0805], [-0.0071, 0.0200, -0.0711], [0.0743, -0.0157, -0.0781], [0.0423, -0.0289, 0.1111], [-0.0569, 0.1371, -0.0382], [-0.0178, 0.0133, -0.0135], [0.0138, 0.0073, -0.0028], [0.0077, -0.0078, -0.0144], [0.0256, 0.0206, 0.0391], [0.0050, -0.0488, -0.0021], [0.0308, -0.0217, -0.0105], [0.0370, 0.0132, 0.0220], [-0.0331, 0.0110, 0.0047], [0.0069, 0.0021, 0.0138], [-0.0159, -0.0141, -0.0083], [0.0120, -0.0110, 0.0257], [-0.0198, -0.0188, -0.0197], [-0.0065, -0.0079, 0.0395]], "e_tot_ha": -3066.31507, "homo_lumo_gap_ha": 0.3375, "homo_ha": -0.3284, "e_above_lowest_kj_mol": 2.25, "fmax_ev_per_a": 0.52, "lumo_ev": 0.25}